Record 1
{"formula": "C4H12O2P2", "method": "wB97M-V/def2-TZVPD", "elements": ["C", "P", "C", "O", "P", "C", "C", "O", "H", "H", "H", "H", "H", "H", "H", "H", "H", "H", "H", "H"], "xyz": [[1.83675, 1.62653, 0.21163], [1.24134, -0.10884, -0.12674], [2.04881, -1.09295, 1.26891], [-0.28525, -0.16771, 0.72640], [-1.90642, 0.09101, 0.27927], [-1.87379, 1.64378, -0.71549], [-2.31393, -1.19247, -0.88363], [-2.78420, 0.14335, 1.45918], [0.97016, 2.21175, 0.02866], [2.50615, 1.97373, -0.54174], [2.10955, 1.77384, 1.18439], [3.15933, -1.11323, 1.26332], [1.51295, -2.12148, 1.42744], [1.85553, -0.47316, 2.15072], [-1.36766, 1.39132, -1.64742], [-2.71920, 2.17132, -0.57135], [-1.18258, 2.36701, -0.19986], [-1.97154, -0.83136, -1.80820], [-2.04979, -2.08546, -0.42879], [-3.37552, -1.33547, -0.93333]], "atomic_forces_ev_per_a": [[-1.50, -1.60, -1.83], [-0.82, -0.81, 0.93], [-0.58, -0.25, 0.34], [-0.94, 0.64, -1.22], [1.59, 0.99, 0.79], [4.61, -1.47, 1.77], [-1.13, 1.39, 0.98], [0.25, -0.02, 0.02], [-1.02, 0.64, -0.05], [0.99, -0.08, -0.31], [1.12, 0.47, 2.51], [-0.66, -0.49, -0.57], [1.30, 1.93, -0.53], [-0.34, -0.23, 0.11], [-0.84, 0.53, -0.46], [-3.48, 1.24, -0.80], [-0.13, -0.92, -0.24], [0.92, -0.63, -1.45], [1.52, -1.96, 0.08], [-0.84, 0.62, -0.08]], "lowdin_charge": [-0.262, 0.847, -0.297, -0.557, 0.500, -0.144, -0.152, -0.325, -0.005, 0.028, 0.005, 0.037, 0.073, 0.019, 0.051, 0.003, 0.055, 0.031, 0.035, 0.059], "e_above_lowest_ev": 1.6723, "orbital_gap_ev": 9.862, "lumo_ev": 0.84, "homo_energy_ev": -9.025, "smiles": "CP(C)OP(C)(C)=O"}



Record 2
{"formula": "C4H12O2SSi", "method": "wB97M-V/def2-TZVPD", "elements": ["C", "C", "C", "C", "O", "O", "Si", "S", "H", "H", "H", "H", "H", "H", "H", "H", "H", "H", "H", "H"], "xyz": [[-1.76130, -0.20764, 0.26451], [-0.45424, 1.97577, -2.57734], [1.26604, -1.85809, 2.13542], [0.14546, 0.97877, -0.37643], [-0.97651, 0.98251, 0.44806], [-0.02042, 0.82280, -1.82279], [1.35545, -0.53573, -0.43323], [-0.00272, -1.34253, 3.32977], [-1.29057, -1.00309, 0.81209], [-1.87041, -0.52661, -0.78999], [-2.77276, -0.02698, 0.69385], [-1.42265, 2.21470, -2.07917], [-0.53269, 1.71051, -3.65409], [0.38009, 2.65673, -2.60213], [2.28500, -1.53570, 2.38732], [1.08151, -2.96537, 1.98931], [0.61069, 2.02063, -0.02619], [0.89818, -1.28756, -1.44236], [2.67416, 0.00251, -0.66315], [0.40769, -2.07563, 4.40654]], "atomic_forces_ev_per_a": [[-0.90, 0.48, 0.08], [-0.36, -1.21, 0.29], [-0.88, -2.46, 3.23], [1.61, 1.74, 0.40], [-1.01, -0.76, -1.43], [-0.42, 0.59, 0.63], [0.70, 2.26, 2.10], [0.45, 0.22, -0.09], [0.21, -0.63, 0.33], [0.14, 0.46, 0.42], [0.79, -0.05, -0.28], [0.77, 0.90, -0.94], [-0.53, -0.33, 0.82], [-0.17, 1.06, 0.64], [-0.38, 0.15, -0.72], [0.66, 1.42, -0.70], [-0.42, -2.09, -1.37], [-0.96, -2.23, -2.62], [0.75, 0.31, -0.32], [-0.06, 0.17, -0.48]], "lowdin_charge": [-0.105, -0.063, -0.494, -0.520, -0.191, -0.324, 0.801, 0.572, 0.026, 0.096, 0.105, 0.107, 0.093, 0.077, 0.005, 0.022, 0.164, -0.121, -0.105, -0.145], "orbital_gap_ev": [6.905, 7.213], "lumo_ev": [0.75, -1.95], "spin_multiplicity": 3, "homo_energy_ev": [-6.156, -9.168]}



Record 3
{"formula": "C4H12O2Sn", "method": "wB97M-V/def2-TZVPD", "elements": ["Sn", "C", "C", "O", "H", "H", "H", "H", "H", "H", "C", "C", "O", "H", "H", "H", "H", "H", "H"], "xyz": [[-1.55608, -1.04097, 0.08879], [1.74076, -3.35538, -2.77563], [1.44130, -2.54394, -1.47827], [0.77818, -1.30095, -1.76064], [2.40773, -4.17737, -2.51565], [2.31460, -2.74441, -3.47242], [0.84689, -3.66728, -3.31581], [2.40333, -2.35699, -1.00115], [0.92590, -3.23296, -0.80915], [1.31586, -0.74212, -2.32652], [-1.21273, 3.69361, 2.33245], [-1.87498, 2.31710, 1.88983], [-0.86293, 1.40594, 1.61709], [-0.78817, 4.17348, 1.45065], [-0.47742, 3.61096, 3.13282], [-1.97535, 4.35574, 2.74244], [-2.57431, 2.45222, 1.06474], [-2.47507, 1.92245, 2.70973], [-0.37748, 1.23095, 2.42661]], "atomic_forces_ev_per_a": [[1.50, -0.59, -1.59], [-0.11, 1.04, 0.35], [2.02, -1.63, -1.49], [-2.38, -0.31, 1.75], [-0.29, -0.21, 0.04], [0.10, 0.19, 0.00], [0.01, -0.25, 0.29], [-0.06, 0.31, 0.15], [-0.95, 0.53, 0.31], [0.25, 0.36, -0.27], [0.26, 1.36, 1.73], [0.20, -0.33, -1.92], [-1.58, 0.48, -0.74], [0.28, -0.65, -0.74], [0.22, -0.18, -0.11], [-0.70, -0.45, 0.10], [0.45, -0.11, -0.39], [-0.09, 0.44, 1.61], [0.87, -0.01, 0.94]], "lowdin_charge": [1.903, -0.033, -0.290, -0.169, 0.105, 0.092, 0.091, 0.127, 0.105, 0.121, 0.122, -0.123, 0.017, 0.146, 0.126, 0.140, 0.156, 0.204, 0.160], "e_above_lowest_ev": 0.0000, "charge": 3, "orbital_gap_ev": [5.045, 2.933], "lumo_ev": [-15.75, -17.86], "spin_multiplicity": 2, "homo_energy_ev": [-20.795, -20.792]}



Record 4
{"formula": "C4H12O3", "method": "wB97M-V/def2-TZVPD", "elements": ["C", "C", "C", "C", "H", "H", "H", "H", "H", "H", "H", "H", "O", "H", "H", "O", "H", "H", "O"], "xyz": [[0.48254, -1.87869, 1.21165], [0.84328, -0.61046, 1.53116], [0.08575, 0.55715, 1.10065], [0.71162, 1.71264, 1.45951], [-0.00211, -2.17140, 0.39287], [0.97594, -2.69085, 1.70837], [1.33652, -0.51520, 2.41263], [-0.88496, 0.56827, 0.62170], [0.21801, 2.63467, 1.49327], [1.71965, 1.74848, 1.82183], [-2.35703, -1.56967, -0.73180], [-1.93122, -1.21910, -2.24132], [-1.76645, -0.99105, -1.36190], [-1.63964, 1.36837, -1.76802], [-0.16049, 1.30019, -1.51348], [-0.92679, 1.88689, -1.72923], [0.35891, -0.43899, -1.49972], [1.79799, 0.37722, -1.16385], [1.13848, -0.06847, -1.74434]], "atomic_forces_ev_per_a": [[3.00, 1.43, 2.48], [-3.77, -2.47, -2.37], [2.43, 1.88, 1.03], [-1.09, -1.05, -0.43], [-2.36, -0.69, -3.12], [0.18, -0.35, 0.45], [1.96, 0.61, 2.24], [0.00, -0.37, 0.10], [-0.71, 1.36, -0.53], [0.38, -0.36, 0.36], [0.98, 0.89, -1.53], [-0.91, -1.08, -2.40], [0.15, 0.25, 3.92], [-4.30, -3.46, -0.15], [-0.97, 0.71, -0.51], [5.02, 3.20, 0.44], [-3.47, -1.85, 2.47], [-1.85, -1.14, 0.11], [5.34, 2.51, -2.57]], "lowdin_charge": [-0.038, -0.221, -0.220, -0.025, -0.034, 0.033, 0.051, 0.076, 0.020, 0.041, -0.001, -0.065, -0.355, -0.086, -0.009, -0.088, -0.082, 0.076, -0.071], "e_above_lowest_ev": 2.8347, "charge": -1, "orbital_gap_ev": [3.112, 8.997], "lumo_ev": [3.59, 3.55], "spin_multiplicity": 2, "homo_energy_ev": [0.474, -5.445]}



Record 5
{"formula": "C4H12O3", "method": "wB97M-V/def2-TZVPD", "elements": ["C", "C", "C", "C", "H", "H", "H", "H", "H", "H", "O", "H", "H", "O", "H", "H", "O", "H", "H"], "xyz": [[0.46060, -1.80846, 1.88720], [-0.57440, -1.24631, 1.19868], [-2.03470, -1.51109, 1.24926], [-2.81912, -1.03162, 0.23198], [0.11184, -2.35832, 2.74665], [1.38534, -1.35143, 1.75264], [-0.32655, -0.33862, 0.54549], [-2.34864, -1.96714, 2.13176], [-3.88436, -0.87697, 0.22400], [-2.29604, -0.69579, -0.60036], [4.69390, 1.45167, -1.20782], [3.88821, 1.06478, -0.87503], [5.23536, 1.74097, -0.38382], [1.64153, 0.56269, -1.50476], [1.19603, 1.35044, -1.76335], [0.99212, -0.21247, -1.33955], [-1.57620, 2.15481, -1.70477], [-2.50187, 2.35425, -1.63414], [-1.24306, 2.71860, -0.95405]], "atomic_forces_ev_per_a": [[-4.18, 1.19, -0.37], [1.30, 0.89, -0.93], [0.29, 1.65, -2.39], [0.83, -1.04, 2.91], [0.84, -0.83, 0.09], [1.68, 0.16, 0.16], [-0.22, -1.57, 0.48], [-1.05, -0.68, 1.29], [-0.23, -0.64, 0.19], [0.74, 0.93, -1.44], [2.06, 1.08, 1.90], [-0.57, -0.24, 0.21], [-1.60, -0.85, -2.18], [-0.26, -3.02, 1.00], [-1.06, 0.56, -0.34], [1.37, 2.45, -0.61], [1.07, 1.00, 1.48], [-0.92, -0.11, -0.32], [-0.10, -0.92, -1.12]], "lowdin_charge": [0.020, -0.204, -0.160, 0.028, 0.055, 0.028, 0.099, 0.071, 0.052, 0.018, -0.100, -0.020, 0.083, -0.073, 0.006, 0.083, -0.072, 0.019, 0.067], "e_above_lowest_ev": 2.3990, "orbital_gap_ev": 9.464, "lumo_ev": 0.39, "homo_energy_ev": -9.077, "smiles": "C=CC=C.O.O.O"}



Record 6
{"formula": "C4H12O3", "method": "wB97M-V/def2-TZVPD", "elements": ["C", "C", "C", "C", "O", "H", "H", "H", "H", "H", "H", "H", "H", "O", "H", "H", "O", "H", "H"], "xyz": [[-1.81004, -0.18144, -2.46886], [-1.11042, 0.28597, -1.23297], [0.07251, 0.88424, -1.21946], [0.68971, 1.36939, 0.05894], [1.38193, 0.27778, 0.74420], [-1.90771, -1.25828, -2.52730], [-1.22344, 0.05995, -3.34542], [-2.76218, 0.33148, -2.51715], [-1.77659, 0.31940, -0.38098], [0.67125, 0.86175, -2.12153], [1.41714, 2.14574, -0.14519], [-0.09150, 1.60824, 0.77024], [1.69449, -0.31846, 0.05519], [-0.94161, -1.49255, 1.82809], [-0.37921, -2.21249, 1.52067], [-0.41810, -0.71108, 1.60530], [1.94111, -0.73826, 3.45403], [1.84828, -0.01047, 2.82380], [2.70438, -1.22091, 3.09839]], "atomic_forces_ev_per_a": [[0.83, -0.02, -0.14], [-0.76, 0.65, -0.56], [0.07, -0.57, 0.53], [0.13, -1.20, -0.13], [-0.01, 0.27, -0.38], [-0.49, -0.27, 0.35], [0.10, 0.33, -0.30], [-0.35, -0.23, -0.20], [0.32, -0.17, 0.51], [0.14, 0.22, -0.10], [-0.12, 0.46, 0.30], [-0.02, 0.75, -0.02], [0.08, -0.08, 0.11], [-0.01, 0.04, -0.28], [-0.09, 0.01, 0.16], [0.10, -0.12, 0.13], [0.54, -0.07, -0.25], [-0.14, -0.13, -0.01], [-0.32, 0.13, 0.28]], "lowdin_charge": [-0.092, -0.155, -0.110, -0.212, -0.114, 0.075, 0.068, 0.077, 0.108, 0.108, 0.109, 0.116, 0.089, -0.064, 0.036, -0.008, -0.070, 0.003, 0.037], "e_above_lowest_ev": 1.0555, "orbital_gap_ev": 10.612, "lumo_ev": 0.58, "homo_energy_ev": -10.029, "smiles": "C/C=C/CO.O.O"}



Record 7
{"formula": "C4H12O3", "method": "wB97M-V/def2-TZVPD", "elements": ["C", "O", "C", "C", "C", "O", "H", "H", "H", "H", "H", "H", "H", "H", "H", "H", "O", "H", "H"], "xyz": [[-3.76891, -0.26550, 0.12466], [-2.48563, -0.64934, -0.17488], [-1.48819, 0.35755, -0.08230], [-0.22310, -0.38325, -0.26337], [0.98474, 0.41812, -0.00916], [2.10391, -0.48476, 0.21914], [-4.41279, -1.13702, 0.27153], [-3.72099, 0.30009, 1.07590], [-4.20122, 0.44183, -0.64490], [-1.49954, 0.83142, 0.86884], [-1.58408, 1.11058, -0.87132], [-0.21649, -0.95938, -1.17734], [-0.20344, -1.20988, 0.51491], [0.86594, 1.12469, 0.85087], [1.25140, 1.15512, -0.82758], [2.76760, -0.36334, -0.45756], [5.17090, -0.32456, -0.13824], [5.33725, 0.59989, -0.07644], [5.32265, -0.56225, 0.79724]], "atomic_forces_ev_per_a": [[-0.84, 1.75, 0.43], [0.77, -0.49, -0.55], [-0.69, -0.86, -1.26], [0.17, -1.98, 1.56], [2.21, 1.46, -0.51], [-0.94, 0.70, 0.28], [0.20, 0.10, -0.25], [-0.49, -0.12, -0.13], [0.23, -0.76, 0.55], [-0.25, 0.58, 1.06], [-0.38, 0.17, -0.01], [0.15, 0.27, -0.59], [-0.08, 0.92, -0.61], [0.03, -0.91, -0.15], [-0.34, -0.96, 0.40], [0.31, 0.10, -0.11], [0.07, -0.96, 0.97], [0.16, 1.37, -0.42], [-0.29, -0.38, -0.64]], "lowdin_charge": [-0.145, -0.193, -0.245, -0.204, -0.269, -0.082, 0.088, 0.086, 0.101, 0.113, 0.135, 0.125, 0.150, 0.124, 0.134, 0.046, -0.045, 0.018, 0.060], "e_above_lowest_ev": 1.3331, "orbital_gap_ev": 10.531, "lumo_ev": 0.73, "homo_energy_ev": -9.799, "smiles": "COCCCO.O"}



| no. | E_tot (Eh) | M (g mol⁻¹) |
| --- | --- | --- |
| 1 | -992.8268 | 154.09 |
| 2 | -997.4908 | 152.29 |
| 3 | -522.9508 | 210.85 |
| 4 | -385.1941 | 108.14 |
| 5 | -385.2336 | 108.14 |
| 6 | -385.2830 | 108.14 |
| 7 | -385.2728 | 108.14 |